Entry from OMol25: a 7-piece molecular cluster, C25H70N8O7 overall (the ωB97M-V functional and the def2-TZVPD basis).

The geometry in ORCA input format:
```
! RIJCOSX wB97M-V def2-TZVPD def2/J DEFGRID3
* xyz -1 2
C 0.12 -4.46 -2.53
O 0.47 -5.47 -3.12
N 1.01 -3.64 -2.04
N -1.07 -3.93 -2.54
H 0.69 -2.74 -1.74
H 1.97 -3.96 -2.04
H -1.83 -4.43 -2.99
H -1.22 -3.12 -1.95
C 4.30 1.66 3.53
C 3.71 1.88 4.92
C 2.65 3.07 4.87
O 1.68 2.83 5.94
C 0.54 3.71 5.93
N 3.14 0.61 5.39
H 4.53 2.52 2.91
H 3.64 0.98 2.98
H 5.26 1.13 3.57
H 4.58 2.11 5.53
H 2.14 3.13 3.90
H 3.13 4.02 5.06
H 0.04 3.52 6.88
H -0.12 3.38 5.14
H 0.68 4.79 5.91
H 2.44 0.43 4.69
H 2.62 0.84 6.22
C 3.57 -1.35 -3.79
C 4.99 -1.93 -3.70
C 4.90 -3.43 -3.64
O 4.31 -4.03 -2.45
C 3.88 -5.39 -2.68
N 5.70 -1.45 -4.89
H 3.19 -1.34 -4.81
H 3.59 -0.29 -3.55
H 2.89 -1.91 -3.14
H 5.45 -1.57 -2.78
H 5.92 -3.82 -3.70
H 4.38 -3.74 -4.55
H 3.05 -5.51 -3.38
H 3.47 -5.95 -1.85
H 4.64 -6.13 -2.93
H 5.20 -1.69 -5.73
H 5.56 -0.45 -4.95
C -4.81 0.65 -1.46
C -4.65 -0.61 -0.56
C -4.35 -1.88 -1.30
O -5.53 -2.09 -2.09
C -5.73 -3.32 -2.74
N -3.64 -0.27 0.40
H -5.57 0.43 -2.21
H -3.97 1.00 -2.06
H -5.14 1.53 -0.91
H -5.52 -0.82 0.08
H -4.10 -2.67 -0.59
H -3.44 -1.76 -1.89
H -6.75 -3.54 -3.07
H -5.49 -4.19 -2.14
H -5.04 -3.37 -3.58
H -3.56 -0.93 1.16
H -3.97 0.54 0.91
C 0.90 -1.61 2.84
C -0.46 -1.57 3.63
C -0.39 -0.86 5.06
O -1.68 -0.66 5.59
C -1.84 0.25 6.69
N -1.34 -0.84 2.80
H 0.73 -2.01 1.84
H 1.69 -2.13 3.38
H 1.42 -0.66 2.68
H -0.84 -2.59 3.74
H 0.13 0.08 4.91
H 0.15 -1.45 5.79
H -1.01 0.45 7.37
H -2.71 -0.02 7.28
H -2.06 1.16 6.14
H -0.93 -0.09 2.26
H -1.89 -0.28 3.44
C -0.04 5.12 -3.31
C -0.75 3.81 -3.58
C -2.14 3.49 -2.95
O -2.02 3.65 -1.52
C -3.15 3.44 -0.72
N -0.68 3.69 -5.06
H -0.06 5.28 -2.23
H -0.63 5.97 -3.64
H 1.04 5.12 -3.49
H -0.03 3.07 -3.23
H -2.56 2.50 -3.11
H -2.86 4.24 -3.26
H -4.15 3.56 -1.13
H -3.08 4.05 0.19
H -3.09 2.43 -0.33
H -1.09 4.54 -5.41
H 0.28 3.85 -5.30
C 0.21 -0.44 -2.51
C 0.13 -0.56 -0.97
C 0.08 0.85 -0.26
O -0.19 0.89 1.15
C -0.34 2.25 1.57
N -0.88 -1.49 -0.59
H -0.52 0.34 -2.73
H -0.18 -1.29 -3.08
H 1.14 -0.16 -3.00
H 1.02 -1.08 -0.62
H -0.71 1.43 -0.74
H 0.96 1.47 -0.45
H 0.52 2.92 1.46
H -0.39 2.28 2.66
H -1.27 2.72 1.25
H -1.08 -1.48 0.40
H -1.83 -1.20 -0.78
*
```

Summary:
<S²>: 0.75
HOMO-LUMO gap (alpha / beta) in eV: 1.84 / 9.05
ΔE to the lowest compared entry with this formula, charge and spin in eV: 0.796
LUMO (alpha / beta) in eV: 2.4 / 2.4
Electronic energy in eV: -53307.0938